[1]
Computed, not measured: one molecule with the formula C7H12N2 in a non-equilibrium geometry, with ωB97M-V with the def2-TZVPD basis set.

CARTESIAN COORDINATES (ANGSTROEM)
C  0.253762  -1.422336  0.215527
C  -1.101663  -0.995257  -0.389870
C  -2.164390  -0.444529  0.506689
C  -1.498084  0.418622  -0.518459
N  -0.833106  1.650407  -0.139933
C  0.518155  1.446618  0.463564
C  1.663626  0.695892  -0.368833
N  2.629983  -0.215874  0.195676
C  1.495129  -0.795529  -0.463994
H  0.431634  -1.239698  1.309760
H  0.336573  -2.545849  0.093078
H  -1.423813  -1.630723  -1.233392
H  -3.180426  -0.675322  0.413359
H  -1.898524  -0.287284  1.545138
H  -2.270897  0.602912  -1.278084
H  -0.624324  2.145894  -0.967776
H  0.494629  1.013799  1.470746
H  0.891290  2.422792  0.637496
H  1.903251  1.246005  -1.325677
H  2.478088  -0.229854  1.193581
H  1.899111  -1.160680  -1.358598

Atomic forces in eV per Å
1.372 -1.126 -0.041
1.229 -1.050 -0.227
1.042 0.309 1.024
-2.033 1.129 -0.025
1.732 -1.685 1.010
1.102 -0.761 -0.124
-2.629 0.760 -1.383
0.385 0.607 1.481
-1.236 0.846 -0.208
-0.866 -0.027 -0.833
-0.132 1.137 0.268
0.258 0.261 0.571
-1.274 -0.448 -0.437
0.299 -0.019 -0.009
0.822 0.083 -0.173
-0.070 0.744 -1.169
-0.481 -0.197 -0.228
0.346 1.165 0.171
0.209 -0.599 1.246
0.289 -0.002 0.496
-0.366 -1.128 -1.410

- frontier orbital gap (eV) = 9.7615
- ΔE to the lowest compared entry with this formula, charge and spin (kJ/mol) = 251.7
- LUMO level (eV) = 1.1
- HOMO energy (eV) = -8.7
- largest force on an atom (eV Å⁻¹) = 3.07
- charge = 0

***

[2]
Computed, not measured: one molecule with the formula C7H12N2 in a non-equilibrium geometry, with ωB97M-V with the def2-TZVPD basis set.

CARTESIAN COORDINATES (ANGSTROEM)
C  2.536009  0.521477  -0.017972
C  1.255126  0.538298  -0.223655
C  0.371676  1.752770  0.571937
N  -0.979151  1.828166  0.029527
C  -1.874823  0.762049  -0.195612
C  -0.976093  -0.532372  -0.280236
C  0.326584  -0.251983  -0.939603
N  -0.437822  -1.503078  -1.205236
C  -0.203677  -2.607429  -0.252333
H  3.151038  -0.370447  -0.314398
H  2.869317  1.342774  0.663767
H  0.370856  1.275652  1.538861
H  0.742976  2.687211  0.602030
H  -1.407904  2.308307  0.929965
H  -2.414294  0.455488  0.838732
H  -2.452373  0.899891  -1.196987
H  -0.876001  -0.718343  0.772167
H  0.005402  0.455822  -1.834975
H  0.528764  -2.336971  0.636801
H  -1.134053  -3.147031  0.334902
H  0.598442  -3.360251  -0.457682

Atomic forces in eV per Å
1.837 -0.553 0.961
-0.669 2.562 2.194
-0.264 -6.917 -2.031
-1.095 4.275 3.525
-1.148 -4.312 -0.432
-0.332 3.492 0.581
-3.370 1.429 -3.462
-0.204 -1.393 1.720
2.369 -2.434 3.525
-0.320 1.319 0.310
0.529 -1.008 -0.852
0.049 0.172 0.904
1.731 2.958 -0.203
0.545 -0.446 -2.954
-0.125 1.232 -2.764
0.279 -0.015 2.170
0.545 -1.100 0.258
0.855 -1.572 1.274
-1.921 0.816 -0.838
2.091 1.646 -2.195
-1.380 -0.151 -1.692

- frontier orbital gap (eV) = 9.2589
- ΔE to the lowest compared entry with this formula, charge and spin (kJ/mol) = 671.3
- LUMO level (eV) = 0.8
- HOMO energy (eV) = -8.5
- largest force on an atom (eV Å⁻¹) = 7.21
- charge = 0

***

[3]
Computed, not measured: a 3-piece molecular cluster, C7H12N2O overall in a non-equilibrium geometry, with ωB97M-V with the def2-TZVPD basis set.

CARTESIAN COORDINATES (ANGSTROEM)
C  1.874101  -0.437376  -0.120400
C  3.141940  -0.902401  -0.729911
N  4.128444  -1.164414  -1.231105
H  2.019199  -0.339781  0.955489
H  1.109273  -1.212013  -0.175843
H  1.454112  0.466942  -0.560749
C  1.616126  5.574259  0.531929
C  1.145720  4.199365  0.167394
N  0.724720  3.159252  -0.124060
H  2.698684  5.666706  0.619200
H  1.134890  5.935714  1.440710
H  1.234314  6.240837  -0.241368
C  -1.517572  -2.423998  1.007330
C  -2.787998  -2.473508  0.139634
O  -3.887681  -2.371959  0.702486
C  -2.664446  -3.018400  -1.323777
H  -1.082585  -1.429430  0.908807
H  -0.779118  -3.189368  0.768612
H  -1.806815  -2.525233  2.053368
H  -2.068900  -2.389627  -1.985641
H  -3.623494  -3.448197  -1.612914
H  -2.062915  -3.917371  -1.189194

Atomic forces in eV per Å
0.073 -0.861 0.294
-1.968 1.058 0.593
1.257 -0.534 -0.546
0.169 0.457 0.006
0.099 -0.150 -0.389
0.432 0.091 0.025
-0.723 -0.480 -0.407
-0.101 -0.216 0.188
0.579 1.190 0.312
-0.090 -0.250 -0.094
0.059 -0.384 0.220
0.258 0.057 -0.231
-0.629 0.592 -0.256
-1.354 -1.305 0.892
1.811 0.139 -1.413
0.290 -0.249 1.933
0.269 -0.075 -0.104
0.012 0.095 -0.296
-0.146 -0.024 -0.047
-0.598 0.119 -0.181
-0.138 0.880 -0.540
0.437 -0.149 0.041

- frontier orbital gap (spin up / spin down) (eV) = 1.8733 / 10.4131
- 2S+1 = 2
- LUMO level (spin up / spin down) (eV) = 2.8 / 3.3
- HOMO energy (spin up / spin down) (eV) = 1.0 / -7.1
- ⟨S²⟩ = 0.7502
- largest force on an atom (eV Å⁻¹) = 2.31
- charge = -1